ORCA calculation (ωB97M-V/def2-TZVPD) on a cluster of 2 separate species, C2H6N5S in total in a non-equilibrium geometry.

XYZ file:
```
14
Properties=species:S:1:pos:R:3:forces:R:3
C -2.54878 0.58119 0.28160 0.04 -0.18 0.19
C 1.32331 0.09262 0.25467 2.52 0.74 0.85
N 2.43520 0.70334 0.03273 -1.69 -0.87 -0.17
N -2.23787 -0.47725 0.76328 -0.50 -0.87 0.82
N 1.28423 -0.88756 1.13772 -0.34 -2.28 2.00
N 0.07136 0.52703 -0.32437 0.54 0.33 -0.86
N -0.09123 0.03811 -1.44383 0.27 0.94 -1.10
S -2.67044 1.96993 -0.44693 -0.36 -0.41 0.21
H 2.52120 1.35465 -0.72080 -0.25 0.54 -0.45
H 0.41034 -1.26425 1.56281 1.15 0.65 -0.72
H 2.20574 -1.19518 1.56399 -1.72 0.77 -0.79
H -0.59791 0.46012 -2.23548 -1.13 0.43 1.14
H 0.50244 -0.66655 -1.81286 1.19 -1.33 -0.01
H -2.60760 -1.23622 1.38748 0.29 1.54 -1.11
```
Forces are in eV/Å.

- total charge = +1
- energy relative to the best compared isomer or geometry (same formula, charge and spin) (eV) = 2.759
- LUMO (Eh) = -0.2461
- multiplicity = 1



ORCA calculation (ωB97M-V/def2-TZVPD) on the ion C12H17BrNO2 with charge +1.

XYZ file:
```
33
Properties=species:S:1:pos:R:3:forces:R:3
Br -0.77172 -2.22691 0.11063 -0.26 -0.11 0.03
C -2.33968 -1.14193 0.17868 0.41 0.12 0.00
C -3.59005 -1.69370 -0.01450 0.06 0.00 -0.01
C -4.69898 -0.86393 0.01138 -0.01 0.01 0.01
C -4.54779 0.49447 0.23233 0.02 -0.02 -0.04
C -3.29102 1.03941 0.43881 0.26 0.03 0.04
C -2.17288 0.21999 0.41593 -0.05 -0.33 -0.10
O -0.89279 0.66587 0.68280 -0.23 0.04 0.16
C -0.38571 1.77281 -0.02855 0.28 0.19 -0.18
H 0.04227 2.46976 0.69894 -0.08 -0.05 -0.11
H -1.16575 2.29515 -0.58837 0.11 -0.04 0.02
C 0.68892 1.26091 -1.00782 -0.74 0.44 -0.07
N 1.54246 0.26480 -0.33062 -0.38 -0.34 0.31
H 0.89480 -0.34222 0.22345 0.14 0.23 -0.27
C 2.51582 0.83958 0.61977 0.48 0.11 0.54
H 2.02931 1.58623 1.24476 -0.03 -0.01 -0.12
H 3.31150 1.32104 0.04685 -0.17 -0.01 -0.06
C 3.05865 -0.31971 1.49111 0.11 0.14 0.23
O 2.71566 -1.55672 0.92055 -0.18 -0.19 0.14
C 3.09292 -1.63367 -0.42824 0.17 -0.03 -0.21
H 4.16437 -1.42444 -0.54155 -0.09 -0.04 -0.01
C 2.24679 -0.63875 -1.26566 0.36 -0.58 -0.31
H 1.50255 -1.17689 -1.85303 -0.06 0.19 0.06
H 2.87295 -0.04357 -1.93251 -0.13 0.07 0.05
H 2.89837 -2.66030 -0.73699 0.07 0.12 -0.10
H 4.14709 -0.22783 1.60302 -0.13 0.02 -0.02
H 2.60238 -0.32078 2.48196 0.05 0.10 -0.10
H 0.20005 0.76244 -1.84800 0.11 -0.04 0.07
H 1.29674 2.08411 -1.38548 0.07 -0.11 0.00
H -3.17800 2.09446 0.63682 0.01 0.12 0.05
H -5.41303 1.13739 0.25532 -0.08 0.07 0.01
H -5.67991 -1.28422 -0.14114 -0.10 -0.04 -0.01
H -3.69626 -2.75284 -0.19064 0.02 -0.07 -0.01
```
Forces are in eV/Å.

- total charge = +1
- LUMO (Eh) = -0.0866
- multiplicity = 1
- SMILES string = Brc1ccccc1OCC[NH+]1CCOCC1



ORCA calculation (ωB97M-V/def2-TZVPD) on a cluster of 2 separate species, C17H34F9NO4PS in total in a non-equilibrium geometry.

XYZ file:
```
67
Properties=species:S:1:pos:R:3:forces:R:3
O 3.14989 -3.10307 -4.96904 -0.03 0.30 -0.17
P 3.46543 -2.62771 -3.62380 -0.64 -0.63 -0.82
O 4.92325 -2.06542 -3.44011 0.14 0.30 0.43
O 3.40060 -3.72955 -2.50583 0.08 0.14 0.52
O 2.45123 -1.51458 -3.09809 0.59 0.25 0.14
C 2.72442 -0.15298 -3.45972 -0.13 0.33 0.57
C 1.42964 0.62941 -3.55139 -0.36 -1.07 -0.41
C 0.32788 -0.14359 -4.32770 0.26 0.67 -0.31
C -1.02516 -0.17785 -3.61800 0.54 0.10 -0.22
C -1.13394 -1.08449 -2.40716 -0.54 0.71 0.24
F 0.04854 -1.35251 -1.81551 0.03 -0.15 -0.01
F -1.84978 -0.38219 -1.43716 0.07 -0.17 0.00
C -1.96633 -2.38507 -2.54982 -0.43 -0.07 0.47
F -3.22051 -2.02171 -2.88786 0.53 -0.11 0.00
F -2.02388 -2.97290 -1.33455 0.04 0.18 -0.44
S -1.36438 -3.65036 -3.82045 -0.73 -0.80 0.29
F -0.99721 -4.69486 -2.69077 0.18 -0.03 0.01
F -2.82390 -4.26218 -3.87968 0.09 -0.02 -0.07
F -1.73738 -2.63423 -4.96497 0.04 0.32 -0.27
F 0.09642 -3.07264 -3.74064 0.37 0.12 -0.04
F -0.88887 -4.66845 -4.91004 -0.02 -0.01 0.05
H 5.19622 -1.64453 -4.26028 0.36 -0.05 -0.20
H 2.54573 -4.16910 -2.54487 -0.09 -0.32 0.06
H 3.28744 -0.06717 -4.38415 -0.06 -0.28 -0.35
H 3.34669 0.27775 -2.67696 0.18 0.03 0.06
H 1.66324 1.53746 -4.09504 -0.08 0.41 0.28
H 1.05406 0.83435 -2.55427 0.12 0.34 0.20
H 0.15740 0.41810 -5.24164 -0.14 -0.06 -0.23
H 0.68369 -1.11478 -4.64477 -0.04 -0.16 0.11
H -1.22278 0.83060 -3.26864 -0.08 0.14 0.26
H -1.81201 -0.38094 -4.33250 -0.20 -0.28 0.03
C 0.99790 3.66451 4.69397 -0.12 -0.02 -0.06
C -0.39150 3.03110 4.64363 0.20 0.10 0.05
C -0.37041 1.51376 4.83038 -0.26 0.18 0.01
C 0.26684 0.65536 3.75149 0.09 0.01 0.32
N -0.41359 0.56904 2.40742 0.03 -0.49 -0.37
C -0.02449 1.69602 1.48525 0.06 0.17 -0.03
C 1.39763 1.38415 1.03216 0.11 -0.04 0.09
C 1.52756 -0.14744 1.11906 0.18 -0.06 0.07
C 0.19453 -0.62553 1.67942 0.14 0.02 -0.20
C -1.90800 0.33513 2.49666 -0.05 0.28 -0.08
C -2.81212 1.57783 2.55787 -0.37 -0.08 0.12
C -3.75071 1.61241 3.76638 0.13 0.09 0.03
H 1.66537 3.24915 3.93426 0.03 0.02 0.01
H 0.93346 4.73789 4.52190 0.04 0.01 0.00
H 1.45873 3.51283 5.67027 0.04 -0.04 -0.02
H -0.88753 3.32034 3.71697 -0.07 -0.02 0.04
H -0.99939 3.45720 5.44369 -0.02 -0.02 0.00
H -1.37301 1.14166 5.04638 0.01 -0.01 -0.08
H 0.19989 1.30473 5.73991 0.07 -0.07 -0.05
H 0.29234 -0.36914 4.12070 0.01 -0.01 -0.01
H 1.29673 0.95859 3.56913 -0.02 0.01 -0.09
H -0.72408 1.66664 0.65055 -0.04 0.01 0.01
H -0.10011 2.64861 1.99754 -0.11 -0.02 0.00
H 2.12817 1.86249 1.68325 -0.03 0.06 -0.01
H 1.57830 1.76663 0.03019 -0.09 0.00 -0.02
H 2.35710 -0.43374 1.76366 0.00 0.01 0.00
H 1.70896 -0.60140 0.14701 -0.05 -0.04 0.00
H 0.26746 -1.46505 2.36428 -0.09 -0.02 0.01
H -0.48064 -0.87960 0.86596 -0.05 0.02 0.02
H -2.06428 -0.33944 3.33742 0.01 0.06 0.08
H -2.16445 -0.21226 1.59375 0.08 -0.08 0.00
H -3.43932 1.55854 1.66580 0.09 0.00 -0.07
H -2.25494 2.50884 2.49315 0.09 -0.05 0.04
H -4.20017 0.63552 3.94652 -0.03 0.00 -0.02
H -4.55751 2.32229 3.59339 -0.01 -0.01 -0.01
H -3.24035 1.92754 4.67607 -0.01 -0.05 0.01
```
Forces are in eV/Å.

- total charge = +1
- energy relative to the best compared isomer or geometry (same formula, charge and spin) (eV) = 0.000
- LUMO (Eh) = -0.0784
- multiplicity = 1



ORCA calculation (ωB97M-V/def2-TZVPD) on the molecule C20H25N3O4S.

XYZ file:
```
53
Properties=species:S:1:pos:R:3:forces:R:3
C -7.31785 -2.64102 0.16922 -0.11 -0.09 -0.04
H -7.93672 -2.48396 -0.72353 0.02 -0.03 0.02
O -6.40479 -1.58857 0.34859 0.27 0.20 0.11
C -7.03702 -0.34072 0.52713 -0.23 0.03 0.11
H -7.78198 -0.39809 1.33256 0.15 0.08 -0.12
C -6.03278 0.73746 0.93914 -0.39 -0.26 -0.13
O -6.22963 1.40085 1.93915 -0.19 0.04 0.32
N -4.97707 0.95070 0.12820 0.31 0.20 -0.13
C -4.62664 0.20654 -1.05724 0.08 -0.34 -0.21
H -5.43384 -0.46304 -1.33908 0.03 0.10 -0.05
C -3.35323 -0.60388 -0.81390 0.21 0.25 -0.10
H -3.07233 -1.14433 -1.71809 0.02 -0.03 -0.03
H -3.53476 -1.32986 -0.02119 -0.01 -0.05 0.03
C -2.21391 0.32488 -0.39042 -0.44 0.11 0.13
C -2.64864 1.12261 0.84401 0.13 0.01 -0.33
C -3.94337 1.87662 0.54570 0.12 0.15 0.37
H -4.30209 2.39492 1.43603 0.07 0.01 -0.20
H -3.77937 2.60690 -0.25521 -0.03 0.02 0.04
H -1.87000 1.82350 1.14691 0.01 0.01 0.04
H -2.81469 0.42402 1.66582 0.01 -0.02 0.04
O -1.08992 -0.49503 -0.12154 0.13 -0.13 0.01
C 0.15953 0.03731 -0.08178 0.27 -0.06 0.03
C 0.49014 1.36539 -0.33320 -0.35 -0.04 -0.05
C 1.81224 1.77081 -0.27903 0.30 -0.16 0.03
C 2.82704 0.86752 -0.00008 -0.24 0.06 0.16
C 2.49448 -0.45857 0.26990 -0.07 0.20 -0.05
C 1.17988 -0.86596 0.23101 -0.21 0.02 -0.01
H 0.90659 -1.88790 0.44103 -0.03 -0.12 0.03
H 3.27094 -1.16346 0.52641 0.11 -0.11 0.00
C 4.23247 1.34986 0.12721 -0.04 0.12 -0.04
O 4.52990 2.24292 0.90160 -0.09 0.18 0.18
N 5.15999 0.75219 -0.66543 0.35 -0.03 -0.06
C 4.87908 -0.22124 -1.69038 -0.10 -0.28 -0.25
H 3.81780 -0.22245 -1.92484 0.10 0.00 -0.07
H 5.43946 0.04044 -2.59166 -0.03 -0.01 -0.02
H 5.18205 -1.22003 -1.36865 -0.06 0.03 -0.08
C 6.54950 1.06411 -0.44015 -0.18 0.50 0.05
C 7.27619 -0.06094 0.21717 0.93 0.31 0.13
N 6.77710 -1.20628 0.50750 -0.90 0.09 -0.23
C 7.67666 -2.02243 1.10727 0.72 -0.12 0.27
C 8.91238 -1.49172 1.27964 -0.01 0.15 -0.07
S 8.96411 0.11644 0.66754 -0.61 -0.38 -0.04
H 9.78153 -1.93502 1.72023 0.16 -0.16 0.12
H 7.36812 -3.00963 1.39878 0.04 -0.19 0.09
H 7.04228 1.31688 -1.38800 -0.10 -0.02 0.08
H 6.57796 1.94527 0.21241 0.05 -0.15 -0.20
H 2.06276 2.80551 -0.45879 0.02 0.11 0.01
H -0.26617 2.09850 -0.56507 -0.10 0.03 -0.01
H -1.98741 1.01094 -1.22128 0.00 -0.07 0.08
H -4.45720 0.92355 -1.87144 -0.06 -0.07 0.01
H -7.55549 -0.02814 -0.39588 0.05 -0.04 0.07
H -7.97690 -2.74824 1.03859 0.02 -0.01 -0.02
H -6.72639 -3.54609 0.04712 -0.09 -0.03 -0.01
```
Forces are in eV/Å.

- total charge = 0
- energy relative to the best compared isomer or geometry (same formula, charge and spin) (eV) = 2.718
- LUMO (Eh) = 0.0258
- multiplicity = 1
- SMILES string = COCC(=O)N1CCC(Oc2ccc(C(=O)N(C)Cc3nccs3)cc2)CC1



| no. | total energy (eV) |
| --- | --- |
| 1 | -20446.949 |
| 2 | -88340.485 |
| 3 | -72438.088 |
| 4 | -44641.348 |